1.
# C3H5N3OS

C3H5N3OS as an isolated structure at a distorted geometry (ωB97M-V/def2-TZVPD, OMol25).

Structure (ORCA input):
```
! wB97M-V def2-TZVPD RIJCOSX def2/J DEFGRID3
* xyz 0 1
C 0.332 -0.555 -0.164
C -1.892 0.023 -0.103
C 0.253 0.837 -0.055
H 1.196 -2.404 -0.496
H 2.315 -1.130 0.062
H -1.257 -2.005 0.100
H 0.563 2.846 -0.460
H 1.844 1.875 1.101
N 1.354 -1.454 0.110
N -1.016 -1.065 -0.025
N 1.209 1.796 -0.080
O -1.307 1.155 -0.016
S -3.594 0.081 0.026
*
```

Output
orbital gap = 7.51 eV
energy above the lowest of the compared OMol25 structures with the same formula, charge and spin = 103.2 kcal per mole
DFT total energy = -754.8746 Ha
LUMO level = -0.0027 hartree
HOMO = -7.58 eV

2.
# C27H20Cl2CuN4O4

C27H20Cl2CuN4O4 as an isolated structure (ωB97M-V/def2-TZVPD, OMol25).

Structure (ORCA input):
```
! wB97M-V def2-TZVPD RIJCOSX def2/J DEFGRID3
* xyz -1 1
Cu -0.286 -0.472 0.224
O -0.488 -1.524 -4.205
C 0.750 -2.043 -4.277
C 1.226 -2.454 -5.523
C 2.503 -2.969 -5.645
C 3.331 -3.079 -4.531
C 2.852 -2.693 -3.292
C 1.563 -2.187 -3.141
C 1.011 -1.873 -1.799
O -0.052 -1.150 -1.727
N 1.616 -2.419 -0.760
N 1.046 -1.964 0.380
C 0.938 -2.745 1.390
C 0.114 -2.246 2.485
C 0.180 -2.721 3.795
C -0.647 -2.172 4.754
C -1.507 -1.139 4.398
C -1.522 -0.723 3.078
N -0.769 -1.288 2.135
H -0.615 -1.232 -3.265
H 0.573 -2.355 -6.382
H 2.858 -3.288 -6.619
H 4.335 -3.470 -4.633
H 3.464 -2.786 -2.404
H 1.359 -3.748 1.392
H 0.892 -3.501 4.042
H -0.616 -2.532 5.775
H -2.164 -0.680 5.123
H -2.164 0.084 2.739
Cl -4.411 1.211 -0.016
C -4.866 2.808 0.474
C -6.033 2.933 1.210
C -6.390 4.147 1.769
C -5.553 5.240 1.608
C -4.406 5.114 0.849
Cl -3.385 6.507 0.660
C -4.033 3.914 0.214
N -2.888 3.907 -0.567
C -2.665 3.107 -1.698
C -3.704 2.930 -2.612
C -3.515 2.198 -3.769
C -2.270 1.651 -4.042
C -1.235 1.836 -3.137
C -1.399 2.555 -1.956
C -0.218 2.734 -1.016
C -0.541 2.504 0.474
O -0.630 3.512 1.197
O -0.722 1.311 0.867
H -6.637 2.049 1.374
H -7.304 4.238 2.342
H -5.790 6.194 2.058
H -2.061 4.232 -0.073
H -4.672 3.367 -2.390
H -4.339 2.054 -4.458
H -2.106 1.075 -4.943
H -0.265 1.397 -3.340
H 0.173 3.750 -1.099
H 0.569 2.038 -1.309
*
```

Output
orbital gap = 6.94 eV
energy above the lowest of the compared OMol25 structures with the same formula, charge and spin = 0.0 kcal per mole
DFT total energy = -4121.8901 Ha
LUMO level = 0.0948 hartree
HOMO = -4.37 eV

3.
# C10H20N2O3S

A single C10H20N2O3S molecule (ωB97M-V/def2-TZVPD, OMol25).

Structure (ORCA input):
```
! wB97M-V def2-TZVPD RIJCOSX def2/J DEFGRID3
* xyz 0 1
N 3.940 0.920 -1.577
C 3.850 1.273 -0.279
O 3.459 2.359 0.094
C 4.301 0.184 0.691
C 3.097 -0.503 1.308
S 2.120 -1.378 0.029
O 1.484 -2.505 0.654
O 2.983 -1.663 -1.097
C 0.833 -0.214 -0.517
C -0.188 0.007 0.592
N -1.520 0.169 0.035
C -2.385 1.018 0.832
C -3.667 1.315 0.060
C -4.389 0.016 -0.280
C -3.433 -0.898 -1.038
C -2.163 -1.110 -0.219
H 3.603 1.569 -2.271
H 3.982 -0.061 -1.819
H 4.890 0.656 1.479
H 4.912 -0.553 0.170
H 2.420 0.206 1.776
H 3.387 -1.266 2.026
H 1.329 0.701 -0.820
H 0.374 -0.679 -1.386
H -0.139 -0.852 1.282
H 0.069 0.911 1.149
H -1.857 1.954 1.037
H -2.638 0.546 1.799
H -3.406 1.836 -0.862
H -4.308 1.967 0.656
H -5.276 0.222 -0.881
H -4.711 -0.475 0.641
H -3.166 -0.436 -1.989
H -3.902 -1.862 -1.240
H -1.469 -1.754 -0.763
H -2.416 -1.618 0.730
*
```

Output
orbital gap = 9.67 eV
energy above the lowest of the compared OMol25 structures with the same formula, charge and spin = 22.8 kcal per mole
DFT total energy = -1126.4691 Ha
LUMO level = 0.0286 hartree
HOMO = -8.89 eV

4.
# ClH10LiO5

ClH10LiO5 as an isolated structure at a distorted geometry (ωB97M-V/def2-TZVPD, OMol25).

Structure (ORCA input):
```
! wB97M-V def2-TZVPD RIJCOSX def2/J DEFGRID3
* xyz 0 1
Li 0.667 -0.658 0.420
Cl 2.159 -2.695 1.154
O 1.925 0.046 -1.446
H 2.556 -0.336 -2.056
H 2.343 0.850 -1.139
O -0.941 -0.781 -1.278
H -1.339 -1.571 -1.642
H -0.492 -0.374 -2.019
O -0.914 -0.772 1.634
H -1.321 -0.119 2.204
H -1.513 -1.518 1.659
O -2.273 1.442 -0.056
H -1.890 0.594 -0.284
H -2.999 1.550 -0.670
O 1.453 1.080 1.096
H 1.125 1.434 1.923
H 1.454 1.827 0.499
*
```

Output
orbital gap = 6.93 eV
energy above the lowest of the compared OMol25 structures with the same formula, charge and spin = 0.0 kcal per mole
DFT total energy = -850.0065 Ha
LUMO level = -0.0154 hartree
HOMO = -7.35 eV

5.
# H24NeO12

H24NeO12 as an isolated structure at a distorted geometry (ωB97M-V/def2-TZVPD, OMol25).

Structure (ORCA input):
```
! wB97M-V def2-TZVPD RIJCOSX def2/J DEFGRID3
* xyz 0 1
Ne 0.210 -0.212 0.551
O -1.013 0.699 3.975
H -0.066 0.784 3.869
H -1.205 -0.198 3.699
O -0.039 3.822 0.259
H 0.615 4.423 0.616
H 0.437 3.311 -0.396
O 0.501 0.491 -3.911
H -0.450 0.383 -3.953
H 0.644 1.074 -3.166
O 2.813 -1.764 0.391
H 2.532 -1.872 1.299
H 3.716 -2.082 0.379
O 0.996 -2.559 -1.755
H 1.554 -2.172 -1.080
H 1.445 -2.364 -2.578
O -1.096 3.234 2.736
H -0.678 3.135 1.881
H -0.980 2.384 3.160
O 1.143 2.743 -1.912
H 0.471 3.217 -2.402
H 1.964 3.169 -2.157
O -2.172 -2.167 3.310
H -2.150 -2.395 2.381
H -1.670 -2.859 3.740
O 3.989 0.730 0.496
H 3.367 0.003 0.527
H 4.375 0.679 -0.378
O -2.387 0.921 -2.613
H -2.197 0.025 -2.335
H -3.059 1.224 -2.003
O -2.306 -3.245 0.627
H -3.101 -3.574 0.207
H -1.880 -4.027 0.980
O -1.654 -1.484 -1.761
H -0.729 -1.729 -1.798
H -1.938 -1.748 -0.886
*
```

Output
orbital gap = 9.43 eV
energy above the lowest of the compared OMol25 structures with the same formula, charge and spin = 26.0 kcal per mole
DFT total energy = -1046.2201 Ha
LUMO level = -0.0141 hartree
HOMO = -9.81 eV

6.
# C3H6O2

A single C3H6O2 molecule at a distorted geometry (ωB97M-V/def2-TZVPD, OMol25).

Structure (ORCA input):
```
! wB97M-V def2-TZVPD RIJCOSX def2/J DEFGRID3
* xyz 0 1
O 1.414 0.624 -0.969
C 0.488 -0.430 -1.137
C -0.346 -0.648 0.156
C -0.645 0.418 1.440
O -1.344 0.308 0.251
H 0.888 1.421 -0.832
H -0.175 -0.208 -2.012
H 1.060 -1.321 -1.436
H -0.303 -1.588 0.683
H 0.321 0.887 1.552
H -1.335 0.509 2.322
*
```

Output
orbital gap = 10.02 eV
energy above the lowest of the compared OMol25 structures with the same formula, charge and spin = 96.4 kcal per mole
DFT total energy = -268.2516 Ha
LUMO level = 0.0331 hartree
HOMO = -9.11 eV

7.
# CH11N7

A 2-piece molecular cluster, CH11N7 overall (ωB97M-V/def2-TZVPD, OMol25).

Structure (ORCA input):
```
! wB97M-V def2-TZVPD RIJCOSX def2/J DEFGRID3
* xyz 0 1
N 1.246 -0.853 -0.291
C -0.088 -0.923 0.428
N 2.393 -0.582 0.518
N -0.996 -1.638 -0.351
N -0.012 -0.798 1.706
H 1.382 -1.697 -0.844
H 2.181 -1.003 1.429
H 2.444 0.418 0.699
H -1.373 -1.049 -1.105
H -1.739 -2.043 0.201
H -0.906 -0.966 2.156
N -0.231 1.027 -0.668
N -0.437 1.985 0.357
N -1.365 0.946 -1.532
H 0.929 0.129 -0.849
H -1.176 1.468 -2.387
H -2.150 1.419 -1.083
H -0.414 1.490 1.255
H 0.313 2.671 0.363
*
```

Output
orbital gap = 8.10 eV
energy above the lowest of the compared OMol25 structures with the same formula, charge and spin = 8.1 kcal per mole
DFT total energy = -427.8275 Ha
LUMO level = 0.0380 hartree
HOMO = -7.06 eV

8.
# C16H55N2O16

A 14-piece molecular cluster, C16H55N2O16 overall (ωB97M-V/def2-TZVPD, OMol25).

Structure (ORCA input):
```
! wB97M-V def2-TZVPD RIJCOSX def2/J DEFGRID3
* xyz -1 1
N 2.189 -0.091 -2.399
C 2.041 1.313 -2.049
N 0.584 1.659 -2.023
C 0.100 1.898 -3.117
O -0.380 2.038 -4.170
C 2.866 2.287 -2.944
O 3.099 1.937 -4.117
O 3.228 3.340 -2.365
H 3.074 -0.220 -2.868
H 1.436 -0.427 -2.980
H 2.418 1.444 -1.034
C 2.318 6.810 -2.814
O 2.148 5.963 -3.936
H 2.104 7.833 -3.128
H 1.638 6.535 -2.004
H 3.347 6.756 -2.446
H 2.347 5.064 -3.645
C 1.252 -3.836 -0.611
O 2.120 -2.801 -1.087
H 0.453 -3.966 -1.333
H 1.791 -4.775 -0.503
H 0.816 -3.553 0.348
H 2.819 -2.684 -0.440
C -0.052 2.219 2.068
O 1.190 1.925 1.456
H 0.125 2.337 3.137
H -0.476 3.148 1.676
H -0.771 1.406 1.918
H 1.024 1.823 0.511
C -2.113 -4.383 1.489
O -1.587 -4.396 0.164
H -1.313 -4.067 2.155
H -2.944 -3.681 1.570
H -2.457 -5.375 1.783
H -2.296 -4.676 -0.427
C -5.321 -5.252 3.972
O -4.823 -5.282 2.633
H -4.508 -4.936 4.621
H -6.140 -4.539 4.056
H -5.664 -6.244 4.281
H -5.543 -5.559 2.061
C 2.235 -7.972 -0.053
O 1.270 -6.937 0.117
H 3.038 -7.555 -0.656
H 2.640 -8.289 0.912
H 1.803 -8.834 -0.570
H 0.545 -7.273 0.651
C -6.318 -0.791 4.467
O -6.262 -2.198 4.222
H -6.715 -0.651 5.469
H -5.323 -0.345 4.415
H -6.975 -0.292 3.754
H -5.909 -2.324 3.336
C 4.929 -5.101 -0.749
O 5.122 -6.483 -1.059
H 4.509 -5.049 0.253
H 5.879 -4.561 -0.765
H 4.234 -4.630 -1.448
H 5.492 -6.534 -1.945
C 2.777 8.638 0.909
O 1.537 8.142 0.410
H 3.135 7.942 1.660
H 3.516 8.703 0.105
H 2.644 9.625 1.366
H 1.225 8.755 -0.261
C -2.321 -6.774 -3.188
O -2.815 -6.666 -1.856
H -3.056 -6.320 -3.847
H -1.372 -6.246 -3.297
H -2.188 -7.822 -3.473
H -2.161 -7.062 -1.272
C -8.194 2.308 5.624
O -7.030 2.175 4.817
H -8.015 1.760 6.547
H -8.388 3.355 5.868
H -9.071 1.885 5.126
H -7.183 2.658 4.000
C 6.019 6.625 2.607
O 4.615 6.793 2.765
H 6.271 6.926 1.594
H 6.573 7.251 3.313
H 6.308 5.581 2.748
H 4.386 6.523 3.659
C 1.414 5.997 -7.102
O 1.242 5.146 -8.239
H 1.195 7.015 -7.417
H 0.734 5.716 -6.298
H 2.438 5.948 -6.730
H 1.437 4.250 -7.950
*
```

Output
orbital gap = 6.43 eV
DFT total energy = -1955.7842 Ha
LUMO level = 0.0645 hartree
HOMO = -4.67 eV

9.
# C41H66BN22O5S

A 18-piece molecular cluster, C41H66BN22O5S overall at a distorted geometry (ωB97M-V/def2-TZVPD, OMol25).

Structure (ORCA input):
```
! wB97M-V def2-TZVPD RIJCOSX def2/J DEFGRID3
* xyz 1 1
C -4.089 -0.219 0.536
O -4.458 0.598 -0.582
C -4.937 -0.135 -1.642
N -3.927 -0.264 -2.714
C -3.400 0.700 -3.417
N -2.467 0.395 -4.376
N -3.741 1.989 -3.184
C -2.975 3.009 -3.918
C -1.586 3.198 -3.314
S -0.274 2.855 -4.518
C 0.886 1.985 -3.563
N 1.491 0.939 -3.843
N 2.316 0.667 -2.764
C 2.123 1.537 -1.937
O 1.213 2.455 -2.363
O -5.130 2.157 -3.419
B -5.707 2.889 -2.361
O -6.674 2.328 -1.594
O -5.288 4.180 -2.166
H -3.959 0.395 1.389
H -3.147 -0.691 0.326
H -4.836 -0.948 0.784
H -5.167 -1.136 -1.337
H -5.831 0.279 -2.051
H -3.620 -1.194 -2.920
H -1.545 0.425 -3.941
H -2.574 -0.578 -4.636
H -3.487 3.932 -3.830
H -2.943 2.797 -4.965
H -1.474 4.219 -3.034
H -1.499 2.622 -2.410
H 2.593 1.642 -0.996
H -6.380 2.367 -0.679
H -4.570 4.171 -1.526
C 5.496 3.570 -0.556
C 4.858 2.659 0.379
N 4.355 1.922 1.102
H 5.872 3.015 -1.412
H 4.777 4.313 -0.895
H 6.326 4.075 -0.067
C -7.826 5.034 0.165
C -6.454 4.885 0.617
N -5.360 4.749 0.941
H -7.894 4.751 -0.883
H -8.481 4.393 0.752
H -8.140 6.068 0.280
C -4.358 7.644 -4.576
C -3.270 6.685 -4.657
N -2.402 5.936 -4.721
H -4.285 8.202 -3.646
H -4.299 8.335 -5.414
H -5.311 7.121 -4.608
C -6.498 1.904 4.164
C -5.663 0.764 3.832
N -5.006 -0.141 3.570
H -7.544 1.605 4.162
H -6.230 2.277 5.157
H -6.346 2.695 3.435
C -1.131 2.146 -8.196
C -1.876 2.789 -9.265
N -2.472 3.297 -10.104
H -0.120 1.928 -8.531
H -1.085 2.804 -7.333
H -1.623 1.218 -7.909
C -7.926 4.835 7.664
C -6.847 3.913 7.354
N -5.990 3.190 7.109
H -7.711 5.347 8.599
H -8.021 5.569 6.868
H -8.859 4.287 7.764
C 3.669 -1.645 1.561
C 4.322 -2.805 0.977
N 4.803 -3.740 0.516
H 2.598 -1.828 1.627
H 4.055 -1.458 2.557
H 3.847 -0.767 0.944
C 2.765 -3.989 4.898
C 2.855 -2.541 4.831
N 2.926 -1.395 4.762
H 3.336 -4.354 5.744
H 1.730 -4.283 5.020
H 3.163 -4.423 3.980
C 1.915 1.765 4.618
C 2.280 3.016 5.264
N 2.568 4.006 5.768
H 1.187 1.234 5.225
H 1.484 1.975 3.642
H 2.791 1.137 4.492
C 7.403 -5.070 -1.235
C 8.000 -6.271 -1.800
N 8.483 -7.215 -2.240
H 6.333 -5.208 -1.108
H 7.850 -4.859 -0.267
H 7.575 -4.225 -1.899
C 10.074 -3.786 -3.990
C 10.509 -2.629 -3.226
N 10.852 -1.705 -2.637
H 10.886 -4.154 -4.611
H 9.757 -4.579 -3.314
H 9.247 -3.508 -4.625
C 2.510 -6.392 9.099
C 1.819 -5.562 8.130
N 1.245 -4.904 7.384
H 3.472 -6.704 8.701
H 2.665 -5.831 10.017
H 1.904 -7.271 9.314
C 1.378 -1.691 -6.914
C 0.240 -1.659 -6.014
N -0.649 -1.631 -5.289
H 2.152 -2.332 -6.499
H 1.070 -2.081 -7.882
H 1.775 -0.687 -7.038
C 2.912 -2.676 -2.098
C 3.721 -3.779 -2.588
N 4.366 -4.646 -2.975
H 1.866 -2.973 -2.064
H 3.238 -2.399 -1.098
H 3.017 -1.817 -2.756
C 7.932 -0.603 -5.955
C 8.515 -1.826 -6.477
N 8.989 -2.786 -6.890
H 6.857 -0.728 -5.843
H 8.372 -0.373 -4.986
H 8.129 0.218 -6.641
C -2.167 -5.888 6.993
C -1.652 -6.811 7.987
N -1.159 -7.501 8.760
H -3.249 -5.971 6.927
H -1.904 -4.874 7.279
H -1.728 -6.114 6.024
C -1.834 -1.667 7.647
C -2.575 -2.518 8.564
N -3.152 -3.208 9.277
H -1.579 -2.226 6.748
H -2.435 -0.805 7.379
H -0.920 -1.324 8.126
*
```

Output
orbital gap = 8.66 eV
DFT total energy = -3605.3853 Ha
LUMO level = -0.1330 hartree
HOMO = -12.28 eV

10.
# C4H12N2

A single C4H12N2 molecule (ωB97M-V/def2-TZVPD, OMol25).

Structure (ORCA input):
```
! wB97M-V def2-TZVPD RIJCOSX def2/J DEFGRID3
* xyz 0 1
N 0.907 -2.275 -1.111
C -0.192 -1.298 -1.031
C 0.377 0.118 -0.968
C 0.768 0.555 0.434
C -0.421 0.905 1.323
N -0.917 2.271 0.998
H 1.437 -2.184 -0.249
H 0.545 -3.225 -1.104
H -0.806 -1.493 -0.149
H -0.895 -1.409 -1.854
H -0.352 0.825 -1.387
H 1.237 0.177 -1.620
H 1.384 1.455 0.358
H 1.417 -0.171 0.925
H -1.203 0.154 1.142
H -0.188 0.891 2.383
H -1.579 2.521 1.728
H -1.520 2.184 0.182
*
```

Output
orbital gap = 10.36 eV
energy above the lowest of the compared OMol25 structures with the same formula, charge and spin = 10.5 kcal per mole
DFT total energy = -269.0996 Ha
LUMO level = 0.0392 hartree
HOMO = -9.29 eV

The lowest LUMO level belongs to which entry?
C41H66BN22O5S

Which formula does entry 2 have?
C27H20Cl2CuN4O4

What is the orbital gap in the third record?
9.67 eV